[1]
Molecular formula: C34H41N6O4PS
Method: DFT, ωB97M-V/def2-TZVPD

Element x y z (Å)
1 C 7.589 -2.441 0.910
2 C 6.459 -3.383 0.183
3 C 5.482 -2.542 -0.842
4 C 4.457 -1.493 -0.098
5 C 5.056 0.044 -0.050
6 C 2.941 -1.446 -0.755
7 C 1.603 -1.106 0.173
8 C 1.767 -0.777 1.808
9 C 2.155 0.768 2.135
10 C 2.277 1.146 3.761
11 C 1.959 -0.187 4.701
12 C 1.621 -1.684 4.161
13 N 1.531 -1.949 2.695
14 C 0.054 -1.048 -0.454
15 P -1.370 -0.597 0.734
16 C -2.821 -1.836 0.672
17 C -3.669 -1.823 2.076
18 C -1.931 1.221 0.575
19 C -0.978 1.955 -0.550
20 C -0.177 -1.341 -2.050
21 C -1.626 -1.277 -2.813
22 N -2.566 -2.422 -2.514
23 C -1.917 -3.780 -2.670
24 C 1.151 -1.689 -3.002
25 N 1.202 -2.000 -4.494
26 S 2.866 -2.242 -5.028
27 N 3.662 -2.030 -3.485
28 C 2.658 -1.730 -2.357
29 H 7.100 -1.649 1.635
30 H 8.343 -3.122 1.500
31 H 8.141 -1.815 0.061
32 H 5.780 -3.861 1.020
33 H 7.018 -4.223 -0.448
34 H 6.086 -1.976 -1.702
35 H 4.820 -3.361 -1.403
36 H 4.330 -1.845 1.025
37 H 4.137 0.777 0.155
38 H 5.815 0.200 0.852
39 H 5.612 0.309 -1.054
40 H 2.321 1.589 1.293
41 H 2.543 2.209 4.170
42 H 1.999 -0.037 5.880
43 H 1.431 -2.553 4.932
44 H -3.590 -1.626 -0.202
45 H -2.347 -2.906 0.478
46 H -3.187 -0.984 2.755
47 H -3.621 -2.881 2.591
48 H -4.786 -1.510 1.809
49 H -1.669 1.744 1.615
50 H -3.079 1.382 0.416
51 H -1.088 1.330 -1.539
52 H -1.242 3.091 -0.671
53 H 0.141 1.807 -0.191
54 H -1.433 -1.305 -3.991
55 H -2.183 -0.257 -2.612
56 H -3.334 -2.412 -3.250
57 H -1.623 -4.036 -3.799
58 H -2.761 -4.580 -2.399
59 H -1.036 -3.992 -1.919
60 O -5.140 0.510 -3.426
61 N -6.087 0.055 -2.768
62 O -6.240 0.223 -1.550
63 C -7.094 -0.742 -3.480
64 C -6.941 -0.988 -4.852
65 C -7.889 -1.767 -5.518
66 C -8.981 -2.289 -4.822
67 C -9.136 -2.033 -3.458
68 C -8.193 -1.258 -2.780
69 H -6.097 -0.589 -5.408
70 H -7.776 -1.970 -6.581
71 H -9.714 -2.900 -5.345
72 H -9.991 -2.441 -2.923
73 H -8.326 -1.070 -1.717
74 O 3.664 3.903 4.944
75 N 2.780 4.681 5.332
76 O 2.216 4.609 6.434
77 C 2.368 5.757 4.422
78 C 2.952 5.852 3.152
79 C 2.539 6.863 2.282
80 C 1.557 7.771 2.680
81 C 0.985 7.680 3.950
82 C 1.387 6.672 4.828
83 H 3.719 5.153 2.826
84 H 2.981 6.942 1.291
85 H 1.234 8.555 1.996
86 H 0.222 8.393 4.254
87 H 0.929 6.612 5.813

## Properties
E_LUMO   -1.2 eV
SMILES   CCC[C@@H](C)c1c(-c2ccccn2)c(P(CC)CC)c(CNC)c2nsnc12.O=[N+]([O-])c1ccccc1.O=[N+]([O-])c1ccccc1
ΔE to the lowest compared entry with this formula, charge and spin   391.12 kcal per mole
Kohn-Sham gap   6.0 eV
Total charge   0
E_tot   -2688.2497 Ha


[2]
Molecular formula: C34H42AsF6InN5O6P3S
Method: DFT, ωB97M-V/def2-TZVPD

Element x y z (Å)
1 In -0.134 -0.102 -0.037
2 C 1.618 -3.720 -0.087
3 P 0.587 -2.495 -0.953
4 C 1.606 -2.149 -2.441
5 N 2.042 -3.209 -3.065
6 C 2.752 -3.037 -4.210
7 C 3.212 -4.163 -4.929
8 C 3.919 -3.977 -6.081
9 C 4.202 -2.673 -6.556
10 C 3.776 -1.572 -5.873
11 C 3.036 -1.739 -4.682
12 N 2.622 -0.650 -3.985
13 C 1.910 -0.831 -2.908
14 P 1.526 0.702 -1.950
15 C 3.238 1.058 -1.426
16 C 1.005 2.095 -3.047
17 C 1.994 2.413 -4.169
18 C -0.364 1.733 -3.629
19 C 0.910 3.312 -2.113
20 C -0.900 -3.450 -1.513
21 C -1.800 -3.556 -0.271
22 C -1.565 -2.627 -2.636
23 C -0.576 -4.857 -2.019
24 H 1.785 -4.569 -0.747
25 H 1.129 -4.054 0.828
26 H 2.584 -3.281 0.163
27 H 2.983 -5.149 -4.548
28 H 4.271 -4.832 -6.643
29 H 4.766 -2.556 -7.472
30 H 3.983 -0.567 -6.216
31 H 3.862 1.080 -2.319
32 H 3.597 0.267 -0.767
33 H 3.297 2.013 -0.909
34 H 2.081 1.602 -4.885
35 H 2.988 2.653 -3.788
36 H 1.620 3.298 -4.688
37 H -0.296 0.853 -4.272
38 H -0.730 2.572 -4.222
39 H -1.106 1.566 -2.846
40 H 1.903 3.663 -1.823
41 H 0.308 3.116 -1.226
42 H 0.406 4.118 -2.646
43 H -2.093 -2.579 0.109
44 H -1.309 -4.122 0.524
45 H -2.715 -4.085 -0.539
46 H -1.720 -0.669 -2.575
47 H -2.632 -2.563 -2.429
48 H -1.409 -3.111 -3.601
49 H -0.240 -5.509 -1.213
50 H 0.173 -4.851 -2.809
51 H -1.495 -5.291 -2.420
52 O -4.173 -1.567 -1.018
53 As -3.802 0.118 -0.438
54 O -2.093 -0.094 -0.541
55 O -1.009 -1.310 -2.706
56 C -4.293 -0.289 1.489
57 C -5.682 -0.407 1.504
58 C -6.390 -0.817 2.623
59 C -5.715 -1.117 3.793
60 C -4.340 -0.961 3.842
61 C -3.648 -0.548 2.705
62 S -1.942 -0.222 3.012
63 O -1.832 1.353 2.949
64 O -1.616 -0.565 4.352
65 O -1.090 -0.797 1.981
66 H -5.095 -1.622 -1.296
67 H -6.240 -0.169 0.602
68 H -7.468 -0.897 2.579
69 H -6.250 -1.447 4.672
70 H -3.798 -1.142 4.758
71 N 1.932 2.251 1.283
72 C 2.421 1.021 1.747
73 C 3.619 0.992 2.461
74 C 4.047 -0.207 2.985
75 C 3.259 -1.343 2.820
76 C 2.106 -1.227 2.081
77 N 1.715 -0.080 1.503
78 C 0.608 2.636 1.486
79 C 0.391 3.955 2.001
80 C -0.904 4.392 2.218
81 C -1.937 3.514 2.052
82 C -1.664 2.102 1.682
83 N -0.346 1.814 1.180
84 H 2.581 3.007 1.448
85 H 4.175 1.906 2.627
86 H 4.968 -0.253 3.550
87 H 3.534 -2.290 3.259
88 H 1.444 -2.067 1.935
89 H 1.244 4.595 2.182
90 H -1.095 5.415 2.508
91 H -2.970 3.803 2.172
92 H -2.403 1.756 0.972
93 F -1.877 2.757 -1.009
94 P -2.990 3.917 -1.435
95 F -4.066 5.025 -1.801
96 F -3.691 2.830 -2.393
97 F -2.224 4.937 -0.435
98 F -3.905 3.396 -0.179
99 F -2.022 4.371 -2.641

## Properties
E_LUMO (spin up / spin down)   -3.3 / -4.5 eV
2S+1   2
ΔE to the lowest compared entry with this formula, charge and spin   2.14 kcal per mole
Kohn-Sham gap (spin up / spin down)   7.7 / 6.4 eV
<S²>   0.78
Total charge   +1
E_tot   -6493.4655 Ha


[3]
Molecular formula: C34H42GdNO4
Method: DFT, ωB97M-V/def2-TZVPD

Element x y z (Å)
1 O -0.210 0.303 -6.772
2 C -0.390 1.637 -7.348
3 C -0.499 1.122 -8.773
4 H 0.483 2.268 -7.140
5 H -1.303 2.104 -6.954
6 C -0.358 -0.275 -8.118
7 H 0.326 1.399 -9.429
8 H -1.460 1.300 -9.250
9 C 0.913 -1.033 -8.472
10 H 1.778 -0.368 -8.354
11 H 0.876 -1.378 -9.512
12 H 1.004 -1.911 -7.815
13 C -1.599 -1.163 -8.236
14 H -2.511 -0.621 -7.947
15 H -1.484 -2.071 -7.623
16 H -1.710 -1.486 -9.281
17 Gd -0.660 0.066 0.069
18 C -2.919 -0.527 1.298
19 C -2.970 0.884 1.471
20 C -3.145 1.492 0.196
21 H -2.987 1.394 2.432
22 C -3.211 0.447 -0.780
23 C -3.085 -0.804 -0.095
24 H -3.214 -1.794 -0.535
25 H -2.881 -1.262 2.102
26 H -3.293 2.559 0.015
27 H -3.454 0.568 -1.837
28 C 0.333 -1.908 1.550
29 C -0.423 -2.480 0.488
30 C 0.272 -2.225 -0.733
31 H -1.337 -3.054 0.611
32 C 1.469 -1.499 -0.421
33 C 1.510 -1.314 0.995
34 H 2.328 -0.890 1.570
35 H 0.117 -2.029 2.608
36 H -0.011 -2.612 -1.710
37 H 2.246 -1.210 -1.126
38 O -0.127 0.944 -2.134
39 C -0.650 -0.011 -3.120
40 C -1.043 0.821 -4.301
41 H -1.479 -0.611 -2.731
42 H 0.163 -0.698 -3.385
43 C -0.130 2.059 -4.247
44 H -2.090 1.123 -4.293
45 H -0.878 0.206 -5.171
46 C 0.083 2.276 -2.760
47 H -0.588 2.929 -4.726
48 H 0.821 1.861 -4.762
49 H -0.683 2.951 -2.361
50 H 1.076 2.645 -2.489
51 C 4.591 0.492 6.244
52 C 3.694 -0.564 5.653
53 C 4.261 -1.621 4.936
54 C 3.462 -2.615 4.366
55 C 2.082 -2.511 4.463
56 C 1.504 -1.386 5.075
57 N 0.126 -1.243 4.919
58 C -0.707 -0.110 5.066
59 C -1.788 -0.178 5.956
60 C -2.510 0.972 6.253
61 C -2.242 2.166 5.564
62 C -1.249 2.201 4.587
63 C -0.509 1.059 4.307
64 C 0.426 1.002 3.125
65 O 1.641 0.913 3.306
66 O -0.164 1.058 1.955
67 C 2.305 -0.489 5.816
68 C 1.702 0.525 6.735
69 H 4.305 1.502 5.917
70 H 4.573 0.481 7.342
71 H 5.626 0.322 5.930
72 H 5.343 -1.656 4.835
73 H 3.900 -3.453 3.830
74 H 1.426 -3.254 4.009
75 H -0.384 -2.122 4.911
76 H -1.992 -1.134 6.453
77 H -3.267 0.948 7.037
78 H -2.811 3.068 5.779
79 H -1.020 3.104 4.015
80 H 1.378 1.421 6.184
81 H 0.839 0.130 7.290
82 H 2.446 0.849 7.473

## Properties
E_LUMO (spin up / spin down)   -0.8 / 0.2 eV
2S+1   8
ΔE to the lowest compared entry with this formula, charge and spin   0.00 kcal per mole
Kohn-Sham gap (spin up / spin down)   6.2 / 7.3 eV
<S²>   15.84
Total charge   0
E_tot   -2442.1227 Ha